Record 1
8
Properties=species:S:1:pos:R:3:mulliken_charge:R:1 method="wB97M-V/def2-TZVPD" lumo_energy_ev=1.00 charge=0 smiles="PC1=NC1" de_lowest_kj_mol=193.8
P -1.50134 -0.87062 -0.69106 -0.07
C -0.14210 0.03106 0.12753 0.17
N 0.10532 0.73395 1.14877 -0.43
C 1.06065 0.82797 -0.01451 -0.19
H -1.87020 -1.14316 0.64977 0.08
H -0.66633 -1.88978 -0.74671 0.04
H 2.10682 0.57452 -0.00603 0.23
H 0.90717 1.73606 -0.46775 0.19

Record 2
15
Properties=species:S:1:pos:R:3:mulliken_charge:R:1 method="wB97M-V/def2-TZVPD" lumo_energy_ev="4.31 / 4.24" spin_multiplicity=2 charge=-1 de_lowest_kj_mol=110.3
C -0.75362 -2.40971 -0.57927 -1.13
C -0.29921 -1.01308 -0.56319 0.57
O 0.60619 -0.54099 0.24232 -0.92
N -0.91820 -0.11822 -1.42555 -0.43
H -0.46353 0.75977 -1.59327 0.15
H -1.41703 -0.38902 -2.26342 0.12
H -0.65975 -3.04639 0.30802 0.27
H -0.40183 -3.10353 -1.36776 0.24
H -1.88866 -2.38325 -0.79146 0.22
C 1.37292 2.20384 1.42455 -0.52
O -0.01705 1.91235 1.29783 -0.59
H -0.11600 1.05945 0.82528 0.37
H 1.81635 1.36633 1.97001 0.22
H 1.37845 3.12457 2.03205 0.23
H 1.76097 2.57788 0.48385 0.20

What did the first record say?
8
Properties=species:S:1:pos:R:3:mulliken_charge:R:1 method="wB97M-V/def2-TZVPD" lumo_energy_ev=1.00 charge=0 smiles="PC1=NC1" de_lowest_kj_mol=193.8
P -1.50134 -0.87062 -0.69106 -0.07
C -0.14210 0.03106 0.12753 0.17
N 0.10532 0.73395 1.14877 -0.43
C 1.06065 0.82797 -0.01451 -0.19
H -1.87020 -1.14316 0.64977 0.08
H -0.66633 -1.88978 -0.74671 0.04
H 2.10682 0.57452 -0.00603 0.23
H 0.90717 1.73606 -0.46775 0.19